(a)
C3H9N3O2 | ωB97M-V/def2-TZVPD

LUMO ... 0.025 Eh
Charge ... 0
Frontier orbital gap ... 9.7 eV
Spin multiplicity ... 1
M ... 119.12 g/mol
SMILES ... CC(=O)O.N=C(N)N

Geometry (Å):
C 0.3847 -2.0217 -0.4717
C 0.2504 -0.6759 -1.1201
O -0.8407 -0.1160 -1.2672
O 1.3020 -0.3776 -1.9296
H 1.4303 -2.3258 -0.4667
H -0.0205 -1.9286 0.5433
H -0.2234 -2.7458 -1.0219
H 1.0134 0.2405 -2.6226
N -0.9482 0.0185 1.8451
C -0.4682 0.8715 1.0407
N -1.0576 2.0172 0.5442
N 0.9446 0.7250 0.7116
H -1.9478 0.1223 1.9870
H -0.6362 2.3974 -0.2897
H -2.0551 2.0914 0.6551
H 1.4508 1.5644 0.4736
H 1.4213 0.1430 1.3888

Atom charges from the Löwdin analysis, given in e for atoms 1 to 8: C 0.000; C -0.602; O 0.012; O 0.059; H 0.083; H 0.068; H 0.097; H 0.123

---

(b)
C3H9N3O2 | ωB97M-V/def2-TZVPD

LUMO ... 0.024 Eh
Charge ... 0
Frontier orbital gap ... 9.5 eV
Spin multiplicity ... 1
M ... 119.12 g/mol
SMILES ... [H]/N=C(\ON)[C@@H](C)ON

Geometry (Å):
H -0.4072 -2.4818 -1.0126
N -0.8594 -1.6139 -0.7056
C 0.0105 -0.9031 -0.0763
O 1.3449 -1.3946 -0.0332
N 2.3824 -0.4734 0.3689
C -0.2207 0.4668 0.5302
C 0.1563 1.5805 -0.4390
O -1.5920 0.7001 1.0593
N -2.6946 0.2074 0.2636
H 2.9895 -0.4577 -0.4534
H 2.8880 -1.0105 1.0761
H 0.3760 0.5521 1.4412
H -0.1068 1.3186 -1.4691
H -0.3384 2.5231 -0.1877
H 1.2411 1.7423 -0.4241
H -2.2888 -0.0580 -0.6421
H -2.8810 -0.6981 0.7040

Atom charges from the Löwdin analysis, given in e for atoms 1 to 8: H 0.074; N 0.147; C -0.334; O -0.115; N 0.056; C -0.306; C -0.039; O -0.199

---

Which structure loses on stability? (b) does.

---

(a)
C3H9N3O2 | ωB97M-V/def2-TZVPD

LUMO ... 0.022 Eh
Charge ... 0
Frontier orbital gap ... 10.1 eV
Spin multiplicity ... 1
M ... 119.12 g/mol
SMILES ... CC(C)(N)/N=[N+](/[O-])O

Geometry (Å):
C -1.3578 -0.7738 0.8757
C -0.3226 -0.0512 0.1014
C -0.6962 0.2400 -1.3411
N 0.1271 1.2185 0.6897
N 0.8134 -1.1136 0.1202
N 2.0731 -0.8351 -0.1436
O 3.0111 -1.5772 -0.1429
O 2.3457 0.4298 -0.3182
H -1.0850 -1.0629 1.8823
H -2.2433 -0.0818 1.0154
H -1.6906 -1.6334 0.2416
H -0.9225 1.2695 -1.5158
H -1.4569 -0.4120 -1.6540
H 0.2013 0.0480 -1.8929
H -0.5621 1.9401 0.4492
H 0.1782 1.3824 1.6328
H 1.5872 1.0127 0.0003

Atom charges from the Löwdin analysis, given in e for atoms 1 to 8: C -0.066; C -0.597; C -0.009; N 0.072; N 0.134; N -0.428; O 0.069; O 0.066

---

(b)
C3H9N3O2 | ωB97M-V/def2-TZVPD

LUMO ... 0.017 Eh
Charge ... 0
Frontier orbital gap ... 10.1 eV
Spin multiplicity ... 1
M ... 119.12 g/mol
SMILES ... NC(N)=O.CNC=O

Geometry (Å):
N -2.1373 -1.4475 -1.5446
C -1.0751 -0.8448 -2.2077
N -1.4396 0.2325 -2.9895
O 0.0683 -1.2316 -2.1139
H -1.8052 -2.1396 -0.8894
H -2.8218 -0.8339 -1.1256
H -2.3898 0.2421 -3.3224
H -0.7484 0.4706 -3.6820
C 0.7163 -0.6156 2.1055
N 1.0117 0.6492 1.4569
C 1.4940 1.7077 2.1401
O 1.7440 1.7256 3.3287
H 1.2018 -0.5770 3.0744
H 1.1264 -1.4270 1.5094
H -0.3556 -0.7574 2.2387
H 0.8375 0.7822 0.4745
H 1.6671 2.5905 1.5131

Atom charges from the Löwdin analysis, given in e for atoms 1 to 8: N 0.131; C -0.680; N 0.136; O 0.036; H 0.094; H 0.092; H 0.092; H 0.100

---

Which structure loses on stability? (a) does.

---

(a)
C3H9N3O2 | ωB97M-V/def2-TZVPD

LUMO ... 0.005 Eh
Charge ... 0
Frontier orbital gap ... 8.7 eV
Spin multiplicity ... 1
M ... 119.12 g/mol

Geometry (Å):
O 0.7251 0.2883 1.2226
C 0.8833 1.5431 1.5106
O 0.8140 2.0194 2.6248
C 1.1647 2.4489 0.2987
H 1.6023 3.4033 0.5822
H 1.8341 1.9558 -0.4078
H 0.2382 2.6695 -0.2393
N -0.6978 -1.7141 0.6328
C -0.6661 -1.3996 -0.6571
N -1.4093 -2.1495 -1.5734
N 0.1757 -0.4893 -1.0370
H -0.1711 -1.1229 1.2877
H -1.3928 -2.3574 0.9678
H -1.3797 -3.1465 -1.4141
H -2.3747 -1.8607 -1.6788
H 0.6164 0.0299 -0.1608
H 0.0377 -0.1182 -1.9587

Atom charges from the Löwdin analysis, given in e for atoms 1 to 8: O -0.131; C -0.672; O 0.033; C -0.023; H 0.072; H 0.065; H 0.072; N 0.193

---

(b)
C3H9N3O2 | ωB97M-V/def2-TZVPD

LUMO ... 0.034 Eh
Charge ... 0
Frontier orbital gap ... 10.4 eV
Spin multiplicity ... 1
M ... 119.12 g/mol
SMILES ... [H]/N=C(\C)O.C#[N+][O-].N

Geometry (Å):
H 1.2928 -1.8310 -0.1955
N 0.2454 -1.6269 -0.2692
C -0.3366 -0.6597 0.3016
C 0.2667 0.3401 1.2258
O -1.6388 -0.3971 -0.0483
H -0.6163 0.8937 1.7688
H 0.7917 1.1559 0.7649
H 1.1084 -0.2221 1.7056
H -2.0961 -1.1239 -0.5338
C -0.6009 -3.8159 -2.6373
N -1.3457 -3.1685 -2.0809
O -2.3188 -2.6549 -1.6164
H 0.1681 -4.5775 -2.7081
N 1.4488 4.1789 1.0826
H 1.5067 4.7377 1.9582
H 0.3845 3.9923 0.9125
H 1.7401 4.7788 0.3697

Atom charges from the Löwdin analysis, given in e for atoms 1 to 8: H 0.090; N 0.107; C -0.546; C -0.033; O 0.016; H 0.122; H 0.049; H 0.093

---

Which structure loses on stability? (b) does.

---

(a)
C22H33N3O3 | ωB97M-V/def2-TZVPD

LUMO ... 0.009 Eh
Charge ... 0
Frontier orbital gap ... 8.5 eV
Spin multiplicity ... 1
M ... 387.52 g/mol
SMILES ... CCOCCCN(Cc1cc2cc(C)cc(C)c2[nH]c1=O)C(=O)N(CC)CC

Geometry (Å):
C 3.0433 1.6036 -0.5456
C 2.3945 2.4346 0.5585
O 1.5914 3.5059 0.1051
C 0.5594 3.1804 -0.8049
C -0.4467 2.1675 -0.2578
C -1.5838 1.8856 -1.2579
N -1.8379 0.4890 -1.5851
C -2.4666 -0.3005 -0.5309
C -1.5191 -0.5929 0.6024
C -1.5336 0.0674 1.7808
C -0.4987 -0.0925 2.7518
C -0.4703 0.6298 3.9506
C 0.5861 0.5065 4.8242
C 0.6398 1.2778 6.1072
C 1.6380 -0.3543 4.4906
C 1.6514 -1.0890 3.3241
C 2.7967 -1.9992 2.9919
C 0.5630 -0.9621 2.4441
N 0.4995 -1.6777 1.2779
C -0.4989 -1.6030 0.3360
O -0.4957 -2.3635 -0.6188
C -0.8102 -0.1071 -2.3515
O 0.3343 0.3138 -2.3303
N -1.1856 -1.1002 -3.1869
C -0.1367 -1.7629 -3.9384
C 0.1712 -1.0489 -5.2520
C -2.5474 -1.4646 -3.4969
C -2.9041 -2.8715 -3.0021
H 3.7416 0.9007 -0.0974
H 2.3005 1.0466 -1.1120
H 3.5889 2.2515 -1.2276
H 3.1668 2.9266 1.1580
H 1.8170 1.7774 1.2281
H 0.0680 4.1371 -1.0052
H 0.9740 2.7912 -1.7430
H 0.0882 1.2378 -0.0771
H -0.8397 2.5293 0.6941
H -2.5273 2.2973 -0.8900
H -1.3508 2.3768 -2.2067
H -3.3326 0.2609 -0.1687
H -2.7992 -1.2470 -0.9550
H -2.3187 0.7811 1.9919
H -1.2907 1.2958 4.1747
H -0.2683 1.8568 6.2515
H 0.7622 0.6022 6.9525
H 1.4889 1.9604 6.1008
H 2.4700 -0.4426 5.1748
H 2.4607 -3.0334 2.9079
H 3.5535 -1.9516 3.7700
H 3.2593 -1.7091 2.0483
H 1.2366 -2.3411 1.0747
H 0.7561 -1.7707 -3.3108
H -0.4455 -2.7928 -4.1216
H 0.9593 -1.5747 -5.7844
H 0.5037 -0.0354 -5.0449
H -0.7098 -1.0062 -5.8892
H -3.2050 -0.7152 -3.0549
H -2.6769 -1.4173 -4.5850
H -3.9785 -2.9659 -2.8667
H -2.4008 -3.0703 -2.0590
H -2.5852 -3.6283 -3.7143

Atom charges from the Löwdin analysis, given in e for atoms 1 to 8: C -0.066; C -0.270; O -0.150; C -0.223; C -0.158; C -0.136; N -0.055; C -0.094

---

(b)
C22H33N3O3 | ωB97M-V/def2-TZVPD

LUMO ... 0.026 Eh
Charge ... 0
Frontier orbital gap ... 9.0 eV
Spin multiplicity ... 1
M ... 387.52 g/mol
SMILES ... COc1ccc(CN2CCNC(=O)[C@H]2CC(=O)NC2CCCCCC2)cc1C

Geometry (Å):
C 6.6642 1.1604 0.6124
O 5.3614 1.6006 0.3281
C 4.4066 0.6672 0.0322
C 4.6191 -0.7030 0.0253
C 3.5789 -1.5689 -0.2810
C 2.3235 -1.0815 -0.5934
C 1.1614 -1.9792 -0.9139
N 0.1157 -1.7962 0.0886
C 0.5524 -2.2211 1.4020
C -0.3605 -1.5990 2.4483
N -1.7389 -1.8151 2.0769
C -2.1923 -2.0716 0.8398
O -3.3895 -2.0573 0.6000
C -1.1495 -2.4370 -0.2202
C -1.7035 -2.1141 -1.6171
C -1.6891 -0.6163 -1.9103
O -0.8607 -0.0937 -2.6312
N -2.6864 0.0520 -1.3103
C -2.8389 1.4941 -1.3766
C -4.2228 1.8673 -0.8483
C -4.4074 1.7061 0.6615
C -3.6619 2.7727 1.4660
C -2.2246 2.4045 1.8436
C -1.4206 1.6941 0.7507
C -1.6720 2.2031 -0.6676
C 2.1218 0.2954 -0.5931
C 3.1357 1.1778 -0.2832
C 2.9192 2.6591 -0.2805
H 6.6920 0.5292 1.5074
H 7.0986 0.6125 -0.2304
H 7.2479 2.0622 0.7926
H 5.5886 -1.1151 0.2580
H 3.7636 -2.6342 -0.2790
H 0.7599 -1.6720 -1.8791
H 1.4871 -3.0323 -0.9737
H 1.5733 -1.8733 1.5641
H 0.5375 -3.3236 1.4993
H -0.1800 -2.0443 3.4313
H -0.1600 -0.5220 2.5073
H -2.4470 -1.5624 2.7541
H -1.0559 -3.5464 -0.1573
H -2.7299 -2.4836 -1.6522
H -1.1204 -2.6260 -2.3819
H -3.3298 -0.4610 -0.7244
H -2.7854 1.7740 -2.4386
H -4.4300 2.9050 -1.1190
H -4.9565 1.2430 -1.3649
H -4.1023 0.7091 0.9816
H -5.4762 1.7964 0.8706
H -3.6626 3.7023 0.8936
H -4.2066 2.9725 2.3922
H -2.2410 1.7597 2.7268
H -1.7083 3.3243 2.1295
H -1.6311 0.6243 0.7663
H -0.3598 1.8070 0.9870
H -1.8487 3.2788 -0.6692
H -0.7843 2.0101 -1.2721
H 1.1438 0.6671 -0.8553
H 3.0972 3.0634 0.7152
H 3.6244 3.1406 -0.9555
H 1.9061 2.8997 -0.5901

Atom charges from the Löwdin analysis, given in e for atoms 1 to 8: C -0.090; O -0.088; C -0.234; C -0.017; C -0.046; C -0.225; C -0.130; N -0.105

---

Which structure loses on stability? (a) does.